Entry 1:
Computed, not measured: C30H23MnN5O4 as an isolated structure in a non-equilibrium geometry, with ωB97M-V/def2-TZVPD.

- Highest occupied orbital energy (alpha / beta): -6.72 / -6.87 eV
- Charge: 0
- ΔE to the lowest compared entry with this formula, charge and spin: 0.00 kJ/mol
- Maximum force: 1.00 eV/Å
- Calculated total energy: -2882.731167 a.u.
- Multiplicity: 6

Geometry as XYZ:
```
63
C30H23MnN5O4 | the OMol25 dataset | ωB97M-V/def2-TZVPD
O 1.00616 -1.18703 1.32718
C -3.50418 4.23848 0.54746
C 1.74753 -0.99779 0.32942
C 4.98132 -2.50141 1.55748
N -2.27252 -0.31205 1.46913
H -2.62643 -4.38299 -1.01398
C -2.97994 1.86251 -0.74367
H -5.56832 3.91656 0.02097
Mn -0.60421 -0.11709 0.10209
C -3.15605 -1.22808 1.07234
C -0.60587 -4.35535 -3.74093
C 0.48345 2.72197 0.09751
H -5.07767 1.78583 -1.15309
N -2.80753 -2.15417 0.03875
H -1.88219 -5.85097 -2.87282
C -4.55761 3.53339 -0.02238
C -1.51009 -4.83814 -2.79736
C -0.51734 -2.24644 -2.60083
H 3.77800 4.74305 0.58293
C -4.42521 -1.34037 1.59880
C -4.27756 2.33832 -0.67415
C 2.86191 4.18280 0.44993
C -4.80592 -0.42972 2.57390
H 3.63683 -0.59042 -1.52420
H -1.90988 1.31355 2.67221
H 2.08642 5.48102 -1.07376
H -2.75989 0.95275 -1.29905
H 1.25062 1.44930 1.64318
C -1.92998 -4.02890 -1.76045
H 3.34715 2.71131 1.93117
H 5.38241 -3.03208 2.40794
O 1.30956 -0.45044 -0.72390
O 7.59445 -3.21233 1.53673
C -0.11106 -3.06449 -3.64445
H 6.04450 -1.30050 -1.43208
C 5.35829 -1.51851 -0.62750
N -1.81249 -1.82550 -0.63960
C 0.74232 3.87391 -0.65611
H -0.28085 -4.99719 -4.54917
C -1.43090 -2.73257 -1.67624
C 3.18087 -1.42605 0.38485
C 3.65687 -2.10579 1.50046
H 2.97679 -2.31450 2.31424
H 0.59842 -2.69540 -4.37233
C -1.90332 2.54290 -0.14120
O 7.92678 -2.34635 -0.40536
C -2.63824 0.55768 2.40466
C 1.43981 2.32969 1.03580
N 7.22219 -2.61878 0.54501
C -3.90121 0.53360 2.98238
H -1.40364 4.32112 0.96261
C 4.03049 -1.13139 -0.67511
H 0.01097 4.18516 -1.39254
H -5.08329 -2.11356 1.22915
H -5.79743 -0.47001 3.00386
H -3.69990 5.17743 1.05213
N -0.66159 1.94066 -0.11531
C 5.80768 -2.19981 0.48944
C -2.20426 3.76208 0.49507
C 1.90877 4.59505 -0.47640
C 2.61935 3.04387 1.20086
H -4.16040 1.26687 3.73201
H -0.12291 -1.24469 -2.48768
```

***

Entry 2:
Computed, not measured: the molecule C4H9NO2, with ωB97M-V/def2-TZVPD.

- Highest occupied orbital energy: -9.91 eV
- Structure (SMILES): C[C@@H](CO)NC=O
- Charge: 0
- ΔE to the lowest compared entry with this formula, charge and spin: 90.64 kJ/mol
- Maximum force: 0.60 eV/Å
- Calculated total energy: -363.051012 a.u.

Geometry as XYZ:
```
16
C4H9NO2 | the OMol25 dataset | ωB97M-V/def2-TZVPD
C -1.67882 -0.22851 1.36601
H -1.91078 -0.80517 2.27702
O -1.22947 0.86210 -1.75634
H 2.50117 0.56254 -0.18232
C 1.80191 -0.14664 0.27352
H 0.17529 1.26789 0.37693
H 1.99213 -0.16790 1.35168
C 0.35181 0.25147 0.00460
N -0.51714 -0.63372 0.78996
H -1.81700 0.72393 -0.99457
O -2.34216 0.72382 0.98699
H 0.04159 -0.78408 -1.85043
H 0.77328 0.82016 -2.03163
C 0.00577 0.25586 -1.48330
H 2.01777 -1.14393 -0.13174
H -0.16535 -1.55781 1.00364
```

***

Entry 3:
Computed, not measured: C38H27IrN5O7S3Se as an isolated structure in a non-equilibrium geometry, with ωB97M-V/def2-TZVPD.

- Highest occupied orbital energy (alpha / beta): 0.67 / -2.38 eV
- Charge: -2
- Maximum force: 4.21 eV/Å
- Calculated total energy: -5964.889914 a.u.
- Multiplicity: 6

Geometry as XYZ:
```
82
C38H27IrN5O7S3Se | the OMol25 dataset | ωB97M-V/def2-TZVPD
C -3.34017 2.88402 -1.91514
H 1.77796 -5.82025 -6.92252
C 0.33411 2.76950 5.84260
H 1.72447 -3.12273 -3.58800
C 0.04950 3.25001 7.11179
C 2.27051 -5.14435 -3.16039
C 0.24365 5.98458 -0.84660
C -4.54174 -1.34801 -1.57828
C 1.88092 -4.10932 -3.99904
N 2.42298 -4.85592 -1.75841
H -0.20906 0.34323 -3.00638
H -5.34700 -1.77552 -2.16663
H 0.72176 6.95031 -0.96497
C 1.91539 -5.62922 -5.86549
C -1.80641 3.55375 5.06806
O -2.96664 0.47595 2.68594
C 0.82903 4.99496 -0.06653
H -2.52230 3.62879 4.26031
H -3.27601 4.90510 -2.67565
C -3.19562 0.56200 -0.96660
C -0.95891 5.71078 -1.48241
C 2.44704 0.01133 0.57303
H -0.43066 -1.27950 -2.34644
C -3.83093 -2.14223 -0.68395
C 3.37750 -5.37336 -0.91483
N 1.55138 -3.94609 -1.26024
H 1.39834 -3.54532 -5.99784
C 1.70273 -4.35710 -5.34982
H -3.04500 4.50443 6.53607
C -0.59023 2.93149 4.81659
N 0.85832 1.19217 2.04319
H -4.08263 -3.18965 -0.56135
O -2.93968 -2.13516 3.56349
C -0.34224 2.41314 3.44297
C -2.48580 -0.23452 -0.04875
C 0.10150 -0.69182 -3.09251
H -1.38876 4.24648 8.35722
C -1.16166 3.88354 7.36134
H 5.22035 -1.63763 -0.53083
H 2.46900 -7.65057 -5.40213
H -4.21955 2.60264 -2.48116
C 1.63878 -0.01303 -0.63909
H 1.77709 5.17870 0.42635
Ir -1.14276 0.77949 1.07886
H 1.25931 2.25011 5.63409
H 2.78742 -7.21783 -2.99924
C 4.23553 -1.18834 -0.54330
O 1.53422 -0.84241 -2.97594
C 2.30477 -6.65250 -5.01532
H 3.81785 -1.77634 -2.61009
C 2.02436 0.60643 1.77578
H -0.12408 -1.06764 -4.09086
H 0.67729 2.99870 0.69377
C -1.02333 3.47469 -0.50428
Se -2.12285 -0.73670 3.44782
O -0.84332 -0.91629 2.31985
C -2.76163 1.94926 -1.08072
H -4.79226 0.60125 -2.41792
H 4.34007 -0.53181 1.47293
C 3.75073 -0.57280 0.56372
O -1.47382 -0.22264 4.84870
N -1.65054 2.25909 -0.31239
C 2.20179 -0.72010 -1.79420
O 0.50690 0.48652 -0.70952
N 0.82944 1.70237 3.26422
C 3.44418 -1.26606 -1.72885
C 1.76529 -3.72847 0.01346
H 0.76681 3.11547 7.91276
H -1.42491 6.46033 -2.11582
O -1.12802 2.66890 2.52758
S 3.11546 -4.66395 0.62403
S 4.61475 -6.42802 -1.24298
C 2.48538 -6.41808 -3.65828
C -1.60429 4.47456 -1.34506
C -2.09065 4.03151 6.33869
C -2.81724 4.16201 -2.03312
H 2.73726 0.60415 2.59749
C 0.20990 3.76220 0.09451
C -4.22938 -0.00584 -1.71748
C -2.81819 -1.58167 0.08517
H -2.29642 -2.19503 0.80860
S 0.90365 -2.63018 0.97639
```

***

Entry 4:
Computed, not measured: C29H25CuFN5O6S2Te as an isolated structure, with ωB97M-V/def2-TZVPD.

- Highest occupied orbital energy (alpha / beta): -4.45 / -4.52 eV
- Charge: -1
- ΔE to the lowest compared entry with this formula, charge and spin: 0.00 kJ/mol
- Maximum force: 0.77 eV/Å
- Calculated total energy: -4650.219790 a.u.
- Multiplicity: 2

Geometry as XYZ:
```
70
C29H25CuFN5O6S2Te | the OMol25 dataset | ωB97M-V/def2-TZVPD
C -6.20959 1.79217 -0.69077
H -4.98517 -1.26485 3.75154
C -1.23493 -1.47694 -0.05436
H -1.30818 3.76292 -2.49244
C 4.18016 -3.32623 -0.01178
H -2.17057 0.40502 4.62078
H -4.37053 2.53636 0.13960
O -4.12483 -3.13678 5.10878
H 0.77622 -0.23585 4.33570
H -2.91190 4.03219 -1.73310
H -2.87761 -2.71809 -0.71864
C 4.64599 4.31763 -1.23703
C -2.33406 3.40718 -2.41763
N -3.10657 -2.19203 1.30953
C -6.01491 0.56653 -2.75343
H 6.22463 2.91578 -1.66994
C -2.48938 -3.25112 1.93609
H 5.16422 5.25159 -1.07642
Te 1.00922 1.58543 -1.69960
H -3.49017 2.41749 3.96886
H -2.67544 3.82529 2.07069
C -4.64309 0.78531 -2.75373
F -2.18839 -4.66904 3.75601
H -7.86790 0.90001 -1.71689
N -4.30085 -1.82044 3.26245
C 3.94357 -2.50074 -1.10215
N 2.54257 -1.11372 0.22982
C -6.79859 1.07286 -1.72314
S 2.93559 4.23548 -1.11490
O -4.58435 -0.43941 1.48259
H 4.81584 -4.19760 -0.11224
C 2.88673 2.54945 -1.47768
H -3.33435 -1.01906 -0.38727
C 2.03994 -1.58406 2.56752
C 2.76470 -1.91149 1.28090
H -0.57677 3.12888 0.89805
C -2.58063 2.16009 3.43936
C -3.76712 -2.89358 3.97527
O -1.80032 0.84874 -2.84088
H 4.37631 1.06146 -1.91991
C 5.16493 3.09741 -1.54087
C -4.83922 2.00442 -0.68298
H 2.87619 -0.74104 -1.75873
N 0.99090 -0.81143 2.33959
C 0.16000 -0.45920 3.45584
C -4.02752 -1.40224 1.96931
H -3.99636 0.39382 -3.53092
H -1.72515 -3.75458 1.35707
H -2.80210 3.35939 -3.40096
S -2.26433 1.72567 -1.72835
H -6.47000 -0.00892 -3.55039
H -0.49176 -1.29115 3.75129
C -4.06608 1.50953 -1.72319
C 4.16047 2.09449 -1.68102
C -0.96843 2.56256 1.73801
C -2.78736 -3.61353 3.18678
C -0.68240 0.74332 3.10948
C -1.84983 1.04408 3.80586
C -2.13419 2.94054 2.38094
H 4.39798 -2.69227 -2.06448
C 3.57817 -3.02765 1.19731
C -2.72450 -1.85660 -0.07066
O -1.02954 -0.22801 0.08576
H 3.70605 -3.63617 2.08169
N -0.25618 1.49750 2.10086
C 3.11107 -1.40842 -0.93989
O -0.40294 -2.38811 -0.10591
Cu 0.87755 0.03711 0.53574
H -6.81967 2.17222 0.11991
O 2.43789 -2.05538 3.64243
```

***

What is the formula in the third record? C38H27IrN5O7S3Se